No. 1
72
Properties=species:S:1:pos:R:3:mulliken_charge:R:1 method="wB97M-V/def2-TZVPD" e_tot_ev=-52060.847 mol_weight_g_mol=669.889 s2=3.775 gap_ev="7.540 / 6.389" charge=+2 spin_multiplicity=4
Re 0.400 -0.211 0.240 1.7541
S -0.714 1.934 -0.499 -0.2871
O 1.829 0.929 -0.518 -0.1627
O 0.415 -1.280 -1.553 -0.9062
N -2.532 3.768 -0.758 0.0977
N -1.154 -1.462 0.828 0.7635
N 2.008 -1.522 0.749 -0.2322
N -3.255 1.613 -1.350 0.2529
N 0.674 0.560 2.383 0.1524
C 2.075 -1.465 3.186 -0.8950
C 4.718 1.292 -2.601 -0.5215
C 2.935 0.640 -1.091 0.4972
C -2.322 2.452 -0.901 0.5964
C -0.451 0.275 3.306 -0.6469
C -0.726 -3.249 -0.804 0.9632
C -2.057 -1.146 1.942 -1.0702
C -0.308 -5.302 -2.035 -0.7645
C 1.933 0.048 2.979 -1.0371
C 3.159 -1.509 0.161 -0.0286
C 0.787 -3.266 -2.720 -0.5611
C 0.571 -4.612 -2.878 -0.5087
C 3.534 1.574 -1.970 -1.0164
C -1.386 -2.633 0.291 -0.6051
C -3.347 4.577 -1.651 -1.2459
C -0.951 -4.624 -1.030 -0.9999
C -2.930 0.289 -1.827 -0.9697
C 0.842 2.024 2.292 -1.3839
C -1.806 0.203 2.606 -0.6122
C 5.388 0.092 -2.345 -0.8358
C 4.855 -0.821 -1.463 -0.8842
C 0.167 -2.537 -1.678 0.3814
C 3.624 -0.592 -0.824 0.7483
C 1.839 -2.331 1.929 -0.7400
C -1.651 4.571 0.071 -1.0645
C -4.665 1.940 -1.437 -1.1787
H 3.102 -1.605 3.529 0.4063
H 3.008 2.499 -2.146 0.4652
H -2.152 5.514 0.280 0.4325
H 2.537 -3.176 1.939 0.6896
H -1.862 0.099 -1.748 0.0624
H -1.964 -1.929 2.703 0.5028
H 6.331 -0.108 -2.829 0.4345
H 0.823 -2.730 1.928 0.0484
H -1.444 4.066 1.013 0.2813
H -0.474 -6.360 -2.166 0.4351
H -2.160 -3.246 0.752 0.5237
H -1.900 1.003 1.871 -0.2187
H -3.465 -0.464 -1.246 0.3428
H 1.420 -1.818 3.982 0.4187
H -0.701 4.781 -0.428 0.3842
H 2.048 0.512 3.967 0.5257
H 1.260 2.419 3.220 0.4614
H -5.238 1.058 -1.145 0.3690
H -3.674 4.014 -2.519 0.3986
H -0.266 -0.677 3.802 0.3313
H 2.749 0.405 2.345 0.5611
H -4.959 2.206 -2.454 0.3734
H 1.505 2.281 1.468 0.2889
H -3.225 0.197 -2.874 0.4376
H -4.914 2.753 -0.761 0.4030
H -0.474 1.045 4.083 0.4486
H -2.736 5.405 -2.013 0.4487
H -0.122 2.491 2.113 0.4380
H -2.587 0.340 3.354 0.4929
H 5.140 2.007 -3.290 0.4636
H 1.081 -5.155 -3.657 0.4577
H -1.627 -5.156 -0.377 0.4376
H 1.453 -2.732 -3.378 0.5561
H -4.211 4.993 -1.129 0.3694
H -3.085 -1.167 1.563 0.5614
H 5.390 -1.736 -1.252 0.4556
H 3.896 -2.252 0.472 0.4629

No. 2
88
Properties=species:S:1:pos:R:3:mulliken_charge:R:1 method="wB97M-V/def2-TZVPD" e_tot_ev=-94699.234 mol_weight_g_mol=764.736 gap_ev=4.799
S -4.692 1.823 4.017 0.9530
S -6.662 1.503 5.736 1.0041
F -7.867 3.792 6.373 -0.2342
F -2.933 3.673 4.780 -0.2429
F -4.363 4.364 3.288 -0.2324
F -6.442 3.089 7.865 -0.2362
F -8.393 2.121 7.680 -0.2127
F 3.798 3.255 0.392 -0.2286
F -2.718 3.053 2.695 -0.2504
O 5.864 -3.404 -1.974 -0.2971
O -0.579 2.778 1.560 -0.3257
O 3.687 -2.048 -3.554 -0.2733
O -5.370 1.557 2.746 -0.6114
O -3.609 1.552 -1.412 -0.3059
O -6.169 0.380 6.538 -0.6436
O 1.466 -6.369 -0.129 -0.5844
O -3.754 0.779 4.442 -0.6760
O -7.780 1.179 4.847 -0.6421
O 2.570 5.237 1.278 -0.4013
N 1.835 3.051 2.137 -0.1876
N 1.444 -0.015 0.209 0.1923
N -5.566 2.491 5.158 -0.2781
N 0.468 -4.160 0.526 0.1830
C 6.129 -3.512 0.604 -0.7088
C -2.362 3.718 -1.700 -0.1800
C 1.815 1.325 -2.710 -0.7464
C -3.638 3.273 3.678 0.6867
C 4.860 -1.307 -3.064 0.0101
C 1.175 1.493 0.025 0.1167
C -4.618 1.046 -0.463 -0.5521
C -0.817 -3.401 0.274 -0.2308
C -3.858 2.975 -1.759 -0.4887
C 1.067 3.845 -1.721 -0.7389
C 6.838 -3.239 -0.883 -0.3454
C 1.328 2.228 -1.432 0.4719
C 0.016 4.137 -2.948 -0.7027
C 6.119 -2.408 -3.067 -0.6904
C -2.051 -4.417 0.751 -1.0068
C -0.016 -5.378 -1.960 -0.6643
C 2.737 3.908 1.242 0.5528
C 2.155 -2.561 -0.771 0.8709
C 2.077 -0.303 -2.428 0.7342
C 1.676 -3.253 0.633 -1.0611
C -1.354 3.228 -2.906 -0.3359
C 1.855 -0.955 -0.903 0.3627
C 0.696 2.472 1.291 -0.1929
C 0.676 -5.306 -0.439 0.3671
C 2.515 -1.182 -3.750 -1.0386
C -7.369 2.660 6.957 0.6325
H -1.927 3.447 -3.927 0.3758
H 0.476 4.060 -4.022 0.2868
H 6.116 -3.061 -4.066 0.2584
H -2.441 4.889 -1.620 0.3314
H 7.171 -1.900 -2.991 0.3552
H 0.804 4.447 -0.725 0.2395
H 2.578 -3.952 0.984 0.2363
H 1.485 -2.514 1.520 0.3919
H 5.165 -2.820 0.717 0.0464
H -0.339 5.269 -2.821 0.4037
H 1.927 1.829 -3.764 0.2121
H -1.107 2.082 -2.902 0.0682
H -1.849 3.363 -0.685 -0.1110
H -0.942 -3.000 -0.818 0.1795
H -1.176 -5.598 -1.894 0.2494
H 1.322 -0.368 1.185 0.3613
H 5.844 -4.633 0.780 0.2678
H 2.129 4.266 -2.066 0.3875
H 7.713 -4.048 -0.945 0.2370
H 0.564 -6.129 -2.663 0.3073
H -1.837 -4.785 1.865 0.2919
H 7.318 -2.162 -0.814 0.3229
H 0.077 -4.315 -2.496 0.1074
H 2.484 2.279 2.467 0.3679
H 5.169 -0.460 -3.811 0.3624
H 3.333 -2.689 -0.852 -0.2804
H -2.108 -5.400 0.103 0.2466
H 1.717 -3.070 -1.746 -0.1512
H 1.621 -1.873 -4.062 0.3051
H 2.773 -0.456 -4.658 0.3717
H -4.568 3.440 -0.931 0.3705
H -4.273 1.089 0.670 0.1920
H -5.681 1.566 -0.595 0.2850
H -4.363 3.082 -2.830 0.2215
H 6.861 -3.200 1.466 0.3443
H -3.095 -3.889 0.781 0.3457
H -0.837 -2.507 1.063 0.2864
H 4.758 -0.933 -1.938 0.1217
H -4.752 -0.114 -0.707 0.2139

No. 3
84
Properties=species:S:1:pos:R:3:mulliken_charge:R:1 method="wB97M-V/def2-TZVPD" e_tot_ev=-105879.245 mol_weight_g_mol=591.428 gap_ev="6.993 / 6.991" charge=+1
Ni -0.341 0.009 -0.282 -0.4791
S -3.569 0.685 -0.355 0.2633
P 0.103 0.854 -2.345 0.9094
P -0.217 -0.734 1.888 0.8323
O -2.066 0.861 -0.184 -0.3955
N 1.359 -0.656 -0.426 0.7710
C 0.913 2.478 -2.593 0.6738
C 2.731 -2.099 -1.914 -0.4666
C -1.212 0.610 -3.610 0.6604
C 1.561 -0.910 1.947 0.3602
C 2.171 -0.795 0.694 0.1153
C 2.691 -1.668 -4.315 0.3644
C -0.037 1.973 2.405 -2.1108
C 3.705 -1.188 3.048 0.1203
C -0.347 0.541 4.441 -1.7285
C -4.284 2.307 1.631 -0.1803
C 3.575 -0.799 0.649 -0.5829
C 1.767 -0.663 -4.087 -0.5078
C 4.523 -1.398 4.291 -1.5901
C -4.913 0.964 1.990 -0.9808
C 1.823 -1.054 -1.688 0.0107
C 1.327 -0.373 -2.796 -0.3404
C 0.037 3.670 -2.214 -1.1721
C -0.532 -3.461 1.828 -1.6242
C 4.308 -0.996 1.800 -1.0936
C -0.826 -2.258 2.724 0.6058
C -2.306 1.677 -3.611 -1.7492
C 3.145 -2.384 -3.199 -0.9175
C -4.168 -0.091 1.170 0.7447
C 3.184 -1.997 -5.694 -1.6471
C -2.283 -2.251 3.175 -1.6976
C 2.323 -1.136 3.097 -0.3597
C -4.211 2.297 0.110 -0.9745
C -1.778 -0.801 -3.440 -1.4831
C -0.673 0.698 2.955 1.5018
C 2.204 2.498 -1.768 -1.4608
H -2.439 -3.038 3.915 0.4776
H -2.949 -2.467 2.339 0.4135
H -3.559 3.039 -0.349 0.3946
H -5.202 2.361 -0.347 0.5984
H -4.852 0.736 3.054 0.4230
H 3.846 -3.197 -3.348 0.4210
H -4.749 -0.974 0.917 0.7547
H -3.275 2.389 2.046 -0.0901
H -0.697 0.663 -4.575 0.4753
H -2.078 -0.996 -2.404 0.1472
H -0.184 -2.325 3.609 0.4366
H 5.525 -1.750 4.050 0.4023
H -2.590 -1.313 3.637 0.3053
H 2.874 1.678 -2.024 0.2238
H -0.791 1.364 5.005 0.4687
H -0.776 -4.384 2.354 0.4985
H 3.030 -3.050 -5.930 0.3709
H -3.243 -0.405 1.648 -1.1956
H -1.133 -3.421 0.918 0.3067
H 2.665 -1.407 -6.448 0.3405
H 1.377 -0.103 -4.930 0.2300
H -1.949 2.633 -3.992 0.3654
H -3.125 1.358 -4.256 0.4912
H -2.710 1.852 -2.617 0.2779
H 2.729 3.437 -1.944 0.6067
H 0.519 -3.503 1.540 0.2753
H 1.831 -1.271 4.052 0.4657
H 4.252 -1.795 -5.791 0.3502
H 4.085 -0.656 -0.292 0.6103
H -4.863 3.154 1.996 0.4978
H 1.981 2.433 -0.701 0.1633
H 3.106 -2.684 -1.088 0.6246
H -2.663 -0.920 -4.066 0.5154
H -0.225 2.111 1.334 0.2601
H 0.729 0.582 4.604 0.3730
H -0.440 2.843 2.928 0.5437
H -0.366 3.551 -1.205 0.1016
H -0.724 -0.388 4.869 0.3843
H -5.970 0.966 1.718 0.3495
H 4.061 -2.134 4.949 0.3750
H -1.053 -1.565 -3.720 0.2877
H 1.043 1.957 2.560 0.4088
H -1.762 0.785 2.845 -0.1377
H 4.631 -0.471 4.858 0.2877
H -0.797 3.828 -2.896 0.2518
H 1.162 2.507 -3.661 0.6178
H 0.641 4.578 -2.217 0.4607
H 5.389 -1.002 1.731 0.3985

No. 4
238
Properties=species:S:1:pos:R:3:mulliken_charge:R:1 method="wB97M-V/def2-TZVPD" e_tot_ev=-110078.377 mol_weight_g_mol=1247.932 e_above_lowest_ev=12.221 gap_ev=7.964
O 5.193 -20.105 11.117 -0.4712
O 6.071 -24.018 3.029 0.0483
O -1.595 -25.649 0.172 -0.3674
O 11.723 -24.087 -0.902 -0.0750
O 8.997 -21.339 0.830 -0.2379
O 11.481 -24.793 7.328 -0.2990
O 2.593 -23.774 9.240 -0.2712
O 10.622 -19.735 10.934 -0.4520
O 7.576 -23.897 8.529 0.2468
O 0.544 -27.413 -1.049 -0.4029
O 3.203 -16.176 7.194 -0.4115
O 5.238 -19.583 0.275 -0.3315
O 6.492 -27.685 1.516 -0.1017
O 1.241 -20.967 3.328 -0.5872
N -0.308 -23.101 11.495 -0.7386
N 11.363 -20.953 8.289 -0.6636
N 6.912 -18.173 3.308 -0.3254
N 10.048 -26.743 -2.817 -0.7582
N 3.888 -28.524 -0.022 -0.6396
N 7.686 -23.270 5.684 2.1214
N -0.172 -24.138 4.532 -0.5546
N 4.733 -24.950 10.708 -0.5684
N 13.486 -26.807 8.602 -0.7844
N 9.952 -21.593 4.401 -0.2946
N 8.115 -25.886 3.336 -0.1639
N 6.257 -18.260 6.682 -0.0159
N 0.497 -26.620 2.062 -0.7131
N 4.683 -21.122 13.821 -0.6987
C 4.882 -17.786 6.472 0.3583
C 7.548 -27.192 3.730 0.4629
C 10.117 -19.686 2.939 -1.6511
C 5.931 -21.684 6.088 0.6887
C 11.402 -24.457 5.949 -0.4068
C 5.963 -22.882 3.883 0.0444
C 11.751 -25.206 -1.788 -0.9861
C 10.218 -19.540 12.264 -0.7163
C 0.584 -25.465 1.163 1.5649
C 4.380 -16.868 7.556 -0.8157
C 6.983 -20.454 14.390 -1.4657
C 1.022 -22.830 10.902 0.8379
C 2.516 -23.047 8.037 -0.6517
C 9.066 -20.378 7.624 0.0472
C 10.320 -25.751 -1.779 0.7977
C 2.888 -27.512 -0.308 1.8698
C 12.489 -28.460 7.180 -1.5570
C 6.288 -22.970 5.374 2.0009
C 1.181 -22.305 3.793 0.6620
C 7.273 -28.782 1.092 -0.8577
C 12.857 -23.259 -0.996 -0.8681
C 2.586 -20.628 3.040 0.1610
C 5.626 -19.886 -1.037 -0.4815
C 6.234 -20.404 12.029 0.0567
C 9.382 -21.007 3.185 3.2520
C 7.108 -27.033 5.188 -1.1687
C 2.002 -22.542 12.031 -0.9102
C -1.027 -21.912 4.982 -1.4304
C 5.903 -25.096 9.855 0.5067
C 4.805 -17.537 2.402 -1.6262
C 10.142 -20.233 8.686 -0.4334
C 5.790 -20.253 13.462 0.3136
C 8.735 -24.174 9.287 -0.8008
C -0.216 -25.623 -0.133 -0.1034
C 12.672 -26.945 7.400 0.5800
C 9.248 -22.171 -0.318 -0.7586
C 4.003 -18.934 6.053 0.4601
C 5.642 -19.974 9.788 0.2565
C 3.353 -26.293 -1.056 -1.7743
C 3.332 -15.247 6.140 -0.5232
C 9.943 -26.283 -0.389 -1.1671
C 1.659 -28.250 -0.865 -1.5048
C 5.851 -18.639 2.425 2.3909
C -0.244 -22.779 4.015 0.4910
C -0.647 -28.097 -1.377 -1.3356
C 6.290 -18.962 0.995 -0.6215
C 6.413 -23.773 9.305 0.6130
C 5.544 -23.698 1.770 0.1841
C 5.678 -26.176 8.795 -1.2248
C 6.322 -27.622 2.931 -0.9020
C 9.524 -21.944 1.986 -0.9168
C 11.340 -26.190 7.505 -0.4073
C 2.058 -25.253 0.796 -1.2788
C 9.709 -20.475 10.125 0.6626
C -2.384 -26.164 -0.870 -0.7452
C 1.360 -23.942 9.932 -1.2821
H 3.976 -24.593 10.098 0.4230
H 10.315 -19.145 3.864 0.3689
H 6.703 -27.969 5.585 0.6714
H 6.506 -20.863 5.647 -0.3728
H 9.054 -22.896 2.270 0.0475
H 2.973 -18.619 5.880 0.7160
H 6.389 -20.677 -1.078 -0.0440
H 0.667 -27.468 1.528 0.2650
H 7.664 -28.554 0.102 0.2209
H 2.540 -27.138 0.671 0.1983
H 4.598 -28.132 0.598 0.2301
H 6.696 -29.710 1.125 0.3065
H 10.253 -27.326 -0.298 0.5186
H 2.392 -21.978 8.241 0.3298
H -2.047 -22.273 5.102 0.4671
H 12.699 -22.503 -0.224 0.1811
H 13.774 -23.756 -0.653 0.3209
H 3.212 -20.507 3.928 -0.0643
H 7.770 -18.705 3.391 -0.1443
H 5.054 -25.825 7.964 0.1525
H 1.938 -28.650 -1.850 0.2817
H 4.171 -14.547 6.244 0.2977
H 4.051 -25.685 -0.480 -0.0374
H 6.189 -21.675 7.147 -1.1254
H 7.780 -19.779 14.078 0.2656
H 8.303 -27.983 3.697 0.4153
H 5.564 -23.313 8.789 -0.3615
H -3.410 -26.253 -0.514 0.3621
H 9.290 -27.331 -2.489 0.2933
H 4.454 -17.284 3.405 0.0476
H 12.044 -20.868 9.041 0.3842
H 2.992 -22.319 11.610 -0.0886
H 5.150 -16.135 7.826 0.5728
H -1.064 -20.913 4.547 0.3247
H 5.998 -28.611 3.282 0.3784
H 10.651 -26.623 6.765 -0.0228
H 8.731 -25.186 9.697 0.2727
H 10.079 -21.683 -0.837 0.3199
H 8.006 -26.840 5.778 -0.0616
H 7.818 -23.387 6.687 -0.7692
H 3.848 -26.498 -2.009 0.4875
H 11.073 -19.891 2.458 0.3867
H 12.119 -28.556 6.148 0.3683
H 7.035 -19.677 11.817 0.1172
H 10.343 -25.654 0.407 0.3864
H 8.774 -23.488 10.144 0.2507
H 10.834 -27.392 -2.823 0.3007
H 11.180 -21.960 8.294 0.0600
H 4.448 -19.430 5.195 -0.9443
H 10.503 -19.204 8.578 0.4582
H 1.821 -23.037 3.282 -0.3300
H 4.963 -22.421 3.895 -0.1625
H 3.940 -20.985 13.139 0.2606
H 8.863 -26.324 -0.226 -0.0478
H 9.441 -19.947 6.698 0.2132
H -0.455 -26.695 2.408 0.3658
H 6.806 -17.496 7.057 0.3069
H 12.952 -27.029 9.435 0.2703
H 4.364 -25.855 10.978 0.3699
H 1.379 -29.047 -0.165 0.3694
H 10.389 -24.674 5.585 -0.0938
H 2.401 -26.028 0.106 -0.4827
H 5.391 -27.169 9.135 0.5480
H 5.548 -19.188 13.549 0.3493
H 9.465 -19.086 2.299 0.4905
H 0.266 -24.594 1.739 -0.2781
H 6.680 -21.378 11.777 -0.1217
H 1.735 -23.341 7.328 0.4529
H 2.191 -23.375 12.709 0.1973
H 7.946 -24.138 5.238 -0.5030
H 4.756 -19.947 9.160 0.2005
H 2.713 -25.156 1.657 0.0847
H 6.184 -19.028 9.642 0.1737
H -0.472 -28.705 -2.271 0.4489
H 0.590 -24.065 9.165 0.3428
H 12.105 -24.862 -2.765 0.4495
H 4.948 -22.087 13.624 0.3381
H 8.181 -28.978 1.673 0.3458
H 9.593 -23.165 -0.044 0.2174
H 12.095 -25.015 5.315 0.3182
H 6.038 -18.990 -1.510 0.3240
H 3.878 -17.841 1.909 0.2748
H 9.425 -21.227 5.185 -0.4389
H 7.379 -25.233 3.628 -0.2116
H 6.588 -23.094 10.150 -0.8899
H 3.002 -21.386 2.371 0.2814
H 10.592 -22.166 1.870 0.3423
H 4.446 -23.751 1.795 -0.3546
H -2.088 -27.182 -1.150 0.2950
H 8.343 -22.134 -0.920 0.1476
H 4.140 -17.484 8.427 0.0635
H 2.117 -24.331 0.209 0.7510
H 6.407 -20.717 9.540 -0.5132
H 11.536 -23.383 5.824 0.2854
H 10.952 -18.864 12.706 0.3875
H -0.908 -28.794 -0.571 0.3976
H 5.840 -24.518 1.107 0.1692
H 13.381 -29.069 7.275 0.3912
H 8.682 -20.124 10.278 -0.4291
H 13.721 -25.818 8.683 0.2933
H 4.876 -21.426 6.002 -0.0288
H 6.642 -18.055 0.486 0.4675
H 0.335 -24.777 3.927 0.1255
H 8.126 -19.881 7.875 0.0228
H 2.581 -19.657 2.548 0.0353
H 7.331 -21.489 14.305 0.3251
H 6.551 -22.057 3.458 -0.9128
H 8.312 -20.786 3.300 -1.5486
H 6.742 -20.312 15.441 0.4092
H 4.808 -20.332 -1.602 0.3034
H -0.503 -21.912 5.939 0.1635
H 1.676 -21.671 12.597 0.4838
H 1.678 -22.244 4.780 -0.0886
H 0.046 -26.616 -0.530 -0.2138
H -1.414 -27.342 -1.507 0.2508
H 6.676 -25.547 10.495 0.2364
H 8.806 -21.433 7.492 -0.2369
H 2.485 -25.697 -1.347 0.5999
H 9.756 -24.841 -2.004 -0.0481
H 0.031 -24.913 -0.929 0.3698
H 6.655 -18.582 5.809 -0.2492
H 3.444 -23.117 7.467 -0.2303
H 9.710 -22.581 4.423 0.0450
H 5.144 -16.623 1.912 0.5343
H -0.650 -22.418 12.152 0.2692
H 8.171 -25.826 2.322 0.0197
H 3.457 -15.793 5.203 0.1074
H 6.617 -26.360 8.251 0.1166
H 3.524 -29.288 0.537 0.3332
H 2.455 -14.605 6.142 0.2900
H 10.207 -20.473 12.836 0.2762
H 0.834 -21.956 10.272 0.1167
H 9.643 -23.941 8.732 -0.0060
H 5.449 -19.559 2.859 -1.1049
H 1.422 -24.919 10.421 0.5267
H 4.955 -17.184 5.550 -0.0253
H 13.183 -26.536 6.527 0.2864
H 11.662 -28.951 7.704 0.3075
H 9.256 -19.022 12.337 0.2518
H 6.365 -26.254 5.352 0.1458
H -0.273 -23.991 11.980 0.2457
H 7.134 -19.661 1.003 0.1027
H -1.047 -24.612 4.711 0.2881
H 10.844 -26.358 8.465 0.4454
H 5.497 -26.934 3.123 0.3470
H -2.379 -25.533 -1.762 0.3264
H 9.859 -21.510 10.460 0.2858
H -0.752 -22.751 3.039 0.2105
H 3.946 -19.651 6.881 -0.2268
H 5.810 -22.722 1.354 0.0556
H 12.987 -22.852 -2.000 0.3614
H 5.664 -23.720 5.892 -0.3114
H 12.507 -25.893 -1.386 0.3608
H 7.245 -17.253 3.035 0.3295

No. 5
14
Properties=species:S:1:pos:R:3:mulliken_charge:R:1 method="wB97M-V/def2-TZVPD" e_tot_ev=-8255.893 mol_weight_g_mol=81.095 e_above_lowest_ev=0.398 s2=0.753 gap_ev="5.105 / 9.237" spin_multiplicity=2
O -0.965 -1.923 0.320 -0.6032
O -0.943 2.279 0.777 -0.5977
N 1.516 -0.023 0.503 -0.3766
N -0.079 -0.116 -1.322 -0.2696
C 1.079 -0.543 -0.724 -0.3600
H -0.394 -0.692 -2.059 0.1545
H -0.544 -1.472 1.059 0.3090
H -0.333 0.853 -1.270 0.1812
H 1.063 0.753 0.956 0.1493
H -1.822 -2.157 0.696 0.2854
H 2.479 -0.040 0.722 0.1860
H -1.872 2.274 0.621 0.2989
H -0.581 2.834 1.467 0.2944
H 1.447 -1.543 -0.841 0.3483